ORCA calculation (the ωB97M-V functional and the def2-TZVPD basis) on a molecular structure, C3H4LiO3Pb in a non-equilibrium geometry.

The geometry in ORCA input format:
```
! wB97M-V def2-TZVPD RIJCOSX def2/J DEFGRID3
* xyz 2 2
O 0.11 -0.72 -0.70
C -0.39 0.61 -0.74
C -1.21 0.98 0.43
H 0.55 1.25 -0.85
H -1.02 0.66 -1.65
H -1.80 0.21 0.93
H -1.55 2.02 0.49
Li 0.48 -2.65 -1.47
O 1.79 -2.02 -0.17
C 1.22 -0.98 0.13
O 1.31 -0.36 1.22
Pb 0.50 1.00 2.38
*
```

energy	-14753.2432	eV
expectation value of S²	0.76
energy above the lowest of the compared OMol25 structures with the same formula, charge and spin	0.0	kcal/mol
Kohn-Sham gap (alpha / beta)	8.51 / 8.51	eV